{"formula": "C23H27BrN6Ti", "method": "ωB97M-V with the def2-TZVPD basis set", "symbols": ["Ti", "C", "C", "N", "C", "C", "C", "C", "C", "C", "C", "N", "C", "C", "N", "N", "H", "H", "H", "H", "H", "H", "H", "H", "H", "H", "H", "H", "H", "H", "H", "H", "H", "H", "Br", "C", "C", "C", "C", "C", "C", "N", "C", "C", "C", "C", "C", "C", "N", "H", "H", "H", "H", "H", "H", "H", "H", "H"], "positions_angstrom": [[-0.581, -0.589, -0.569], [1.947, -1.615, -2.224], [2.025, -0.105, -2.293], [0.643, 0.450, -2.325], [0.630, 1.923, -2.434], [-0.395, 2.518, -1.507], [-0.669, 3.871, -1.508], [-1.629, 4.358, -0.640], [-2.320, 3.471, 0.170], [-1.996, 2.134, 0.111], [-2.736, 1.095, 0.892], [-2.493, -0.217, 0.271], [-2.639, -0.418, -1.157], [-0.520, -2.037, -2.097], [0.765, -2.015, -1.424], [-1.021, 1.662, -0.691], [2.848, -2.006, -1.760], [1.867, -2.056, -3.216], [2.607, 0.206, -3.161], [2.513, 0.291, -1.407], [0.183, 0.083, -3.149], [0.413, 2.227, -3.458], [1.621, 2.317, -2.202], [-0.145, 4.528, -2.191], [-1.859, 5.416, -0.615], [-3.111, 3.809, 0.828], [-3.800, 1.328, 0.921], [-2.369, 1.062, 1.917], [-2.943, -0.929, 0.825], [-2.946, 0.461, -1.703], [-3.224, -1.291, -1.412], [-0.473, -1.760, -3.142], [-1.051, -2.969, -1.981], [0.966, -2.859, -0.908], [4.513, 4.085, 2.824], [3.361, 2.697, 2.348], [3.141, 1.646, 3.230], [2.287, 0.615, 2.884], [1.652, 0.610, 1.642], [1.849, 1.690, 0.799], [2.702, 2.729, 1.132], [0.746, -0.436, 1.190], [0.767, -1.528, 1.825], [-0.186, -2.621, 1.579], [-0.178, -3.734, 2.387], [-1.118, -4.734, 2.161], [-2.021, -4.567, 1.132], [-1.951, -3.419, 0.356], [-1.055, -2.459, 0.575], [3.624, 1.642, 4.198], [2.110, -0.144, 3.633], [1.317, 1.725, -0.140], [2.848, 3.561, 0.456], [1.484, -1.695, 2.620], [0.548, -3.812, 3.187], [-1.142, -5.622, 2.779], [-2.771, -5.316, 0.914], [-2.635, -3.262, -0.468]], "orbital_gap_ha": 0.2612, "total_energy_ha": -4644.2126, "relative_energy_kj_mol": 47.55, "charge": 2, "homo_ha": -0.51140}